The following is a DFT calculation (ωB97M-V/def2-TZVPD) of a 5-piece molecular cluster, C24H36Cl16N2O2 overall.

The spin multiplicity is 1. The SMILES is COCCCCCCCCCCC[C@](C#N)(CC#N)CCCCO.ClC(Cl)(Cl)Cl.ClC(Cl)(Cl)Cl.ClC(Cl)(Cl)Cl.ClC(Cl)(Cl)Cl. The value obtained for the orbital gap is 0.361 Eh. For the LUMO energy, the calculation gives -0.15 eV. The net charge is 0.

Geometry as XYZ:
```
80
C24H36Cl16N2O2, DFT ωB97M-V/def2-TZVPD
C 7.84 -3.28 0.26
O 7.01 -2.29 -0.47
C 7.83 -1.08 -0.81
C 6.90 0.22 -1.24
C 5.67 0.46 -0.18
C 4.61 1.65 -0.67
C 3.06 1.19 -0.34
C 2.40 2.27 0.74
C 1.12 1.60 1.55
C -0.26 2.47 1.40
C -1.16 2.07 0.06
C -2.72 1.87 0.58
C -2.89 0.37 1.22
C -4.15 -0.50 0.62
C -5.55 -0.09 1.37
N -6.65 0.11 2.06
C -3.82 -2.09 1.01
C -5.19 -2.85 1.57
N -6.22 -3.52 2.04
C -4.22 -0.43 -1.02
C -5.22 -1.53 -1.72
C -5.45 -1.00 -3.29
C -4.03 -0.65 -4.06
O -3.64 0.78 -3.96
H 7.76 -3.06 1.43
H 7.40 -4.33 0.01
H 8.96 -3.19 -0.11
H 8.51 -1.39 -1.73
H 8.54 -0.86 0.09
H 7.61 1.16 -1.31
H 6.41 0.07 -2.32
H 5.04 -0.56 -0.16
H 6.04 0.74 0.91
H 4.80 1.88 -1.82
H 4.85 2.67 -0.11
H 2.39 1.18 -1.31
H 3.00 0.13 0.20
H 3.27 2.63 1.46
H 2.09 3.23 0.12
H 0.94 0.53 1.06
H 1.37 1.42 2.69
H -0.02 3.62 1.31
H -0.95 2.24 2.34
H -0.70 1.06 -0.34
H -1.08 2.87 -0.81
H -2.91 2.66 1.46
H -3.47 2.15 -0.27
H -1.86 -0.23 1.11
H -3.07 0.51 2.39
H -3.39 -2.69 0.10
H -3.01 -2.14 1.87
H -3.11 -0.66 -1.41
H -4.57 0.64 -1.41
H -6.28 -1.43 -1.20
H -4.81 -2.64 -1.70
H -6.19 -0.07 -3.30
H -5.96 -1.88 -3.88
H -3.19 -1.32 -3.55
H -4.12 -0.87 -5.22
H -2.87 0.80 -3.28
Cl -7.12 -1.48 -8.71
C -5.35 -1.35 -8.59
Cl -4.65 -2.97 -8.32
Cl -4.70 -0.66 -10.10
Cl -4.92 -0.29 -7.23
Cl -7.97 4.36 4.19
C -9.12 3.30 3.33
Cl -10.33 2.68 4.48
Cl -9.94 4.24 2.05
Cl -8.24 1.94 2.60
Cl 2.19 -1.73 2.63
C 3.87 -1.43 3.16
Cl 4.12 0.32 3.39
Cl 4.16 -2.28 4.70
Cl 5.00 -2.04 1.92
Cl 7.54 -0.66 7.80
C 8.07 -0.65 6.10
Cl 6.81 0.11 5.09
Cl 9.59 0.27 5.96
Cl 8.33 -2.33 5.55
```

Mulliken analysis output, partial charges in e: -0.58 -0.31 -0.48 -0.77 0.02 -0.72 -0.26 -0.66 -0.29 -0.58 -0.59 -0.71 -1.10 1.61 -0.21 -0.68 -0.49 0.09 -0.46 -0.92 -0.56 -0.44 0.01 -0.54 0.18 0.21 0.32 0.29 0.36 0.26 0.34 0.03 0.13 0.37 0.33 0.22 0.17 0.28 0.30 0.05 0.20 0.34 0.32 0.22 0.36 0.47 0.30 0.26 0.39 0.32 0.40 0.18 0.43 0.25 0.28 0.31 0.34 0.26 -0.13 0.31 -0.09 0.35 -0.10 -0.09 -0.10 -0.11 0.32 -0.11 -0.11 0.06 -0.09 0.27 -0.14 -0.08 0.00 -0.10 0.29 0.00 -0.10 -0.10

=====

The following is a DFT calculation (ωB97M-V/def2-TZVPD) of C24H36ClN8O4Pt as an isolated structure.

The spin multiplicity is 5. The value obtained for the orbital gap (alpha / beta) is 0.290 / 0.171 Eh. For the LUMO energy (alpha / beta), the calculation gives -9.21 / -12.44 eV. The net charge is +3. The value obtained for the relative energy (zero: lowest compared OMol25 entry of this formula, charge and spin) is 14.2 kJ/mol.

Geometry as XYZ:
```
74
C24H36ClN8O4Pt, DFT ωB97M-V/def2-TZVPD
Pt -0.26 -1.49 0.06
C 3.76 1.50 2.64
N 2.47 1.31 1.97
C 1.70 2.54 1.84
C 2.15 0.15 1.39
N 1.35 0.09 0.27
C 1.46 1.01 -0.73
C 2.78 1.44 -1.03
C 3.05 2.31 -2.06
C 2.01 2.82 -2.80
C 0.67 2.41 -2.55
C -0.34 2.99 -3.36
C -1.67 2.67 -3.17
C -2.01 1.81 -2.15
C -1.05 1.19 -1.32
N -1.52 0.29 -0.42
C -2.75 0.50 0.18
N -3.63 -0.49 0.32
C -4.61 -0.54 1.41
C -3.56 -1.68 -0.52
N -3.09 1.73 0.61
C -4.47 2.20 0.60
C -2.10 2.73 0.99
C 0.36 1.48 -1.52
N 2.62 -0.97 1.95
C 3.05 -2.10 1.15
C 2.72 -1.10 3.40
H 4.23 2.40 2.24
H 4.42 0.66 2.46
H 3.64 1.64 3.71
H 2.15 3.23 1.13
H 1.67 3.04 2.81
H 0.68 2.32 1.54
H 3.60 1.03 -0.45
H 4.08 2.59 -2.28
H 2.19 3.52 -3.60
H -0.05 3.69 -4.13
H -2.44 3.09 -3.81
H -3.05 1.54 -2.01
H -5.63 -0.53 1.01
H -4.48 0.28 2.10
H -4.46 -1.47 1.95
H -3.52 -1.42 -1.57
H -4.43 -2.30 -0.32
H -2.68 -2.29 -0.26
H -5.11 1.55 0.02
H -4.48 3.20 0.15
H -4.88 2.30 1.61
H -1.16 2.25 1.23
H -2.46 3.25 1.88
H -1.95 3.48 0.20
H 4.00 -1.88 0.66
H 2.32 -2.36 0.39
H 3.19 -2.97 1.79
H 2.23 -0.28 3.90
H 3.76 -1.17 3.73
H 2.23 -2.03 3.70
O -0.50 -2.36 4.09
Cl -0.78 -2.23 2.73
O 0.16 -2.99 1.91
O -2.10 -2.58 2.36
O -0.56 -0.81 2.29
C 2.56 -2.45 -2.15
C 1.21 -3.05 -2.32
N 0.09 -2.74 -1.67
C -0.91 -3.56 -2.16
C -0.38 -4.37 -3.11
N 0.94 -4.03 -3.19
H 2.49 -1.45 -1.75
H 3.07 -2.40 -3.12
H 3.17 -3.07 -1.49
H -1.93 -3.53 -1.81
H -0.84 -5.12 -3.72
H 1.61 -4.47 -3.81
```

Mulliken analysis output, partial charges in e: 2.10 -1.15 0.48 -0.76 -0.85 1.08 -0.15 -0.34 -1.04 -0.91 1.27 -0.83 -1.19 -0.36 0.31 0.03 0.08 0.21 -1.20 -0.94 0.28 -1.27 -0.49 -0.61 0.51 -0.78 -1.27 0.42 0.37 0.43 0.33 0.50 0.12 0.63 0.50 0.53 0.53 0.47 0.63 0.43 0.38 0.48 0.41 0.47 0.08 0.41 0.41 0.45 -0.51 0.55 0.30 0.39 -0.07 0.37 0.34 0.45 0.54 -0.60 1.83 -0.69 -0.61 -0.73 -0.83 0.34 -0.08 -0.47 -0.53 -0.03 -0.05 0.52 0.34 0.43 0.42 0.21

=====

The following is a DFT calculation (ωB97M-V/def2-TZVPD) of C24H36F5N3O4Si3TeYb as an isolated structure.

The spin multiplicity is 2. The value obtained for the orbital gap (alpha / beta) is 0.278 / 0.278 Eh. For the LUMO energy (alpha / beta), the calculation gives 2.24 / 2.24 eV. The net charge is -1. The value obtained for the relative energy (zero: lowest compared OMol25 entry of this formula, charge and spin) is 73.7 kJ/mol.

Geometry as XYZ:
```
77
C24H36F5N3O4Si3TeYb, DFT ωB97M-V/def2-TZVPD
Yb -0.69 0.21 0.96
C 4.80 1.61 -1.46
Si 3.09 2.11 -0.77
C 2.05 2.24 -2.36
C 3.55 3.68 0.15
C 2.48 0.58 0.26
Si 2.94 0.63 2.12
C 2.71 -1.04 2.99
C 2.07 1.88 3.20
C 4.81 0.92 2.25
Si 2.80 -1.10 -0.51
C 4.54 -1.81 -0.30
C 2.33 -1.18 -2.32
C 1.64 -2.43 0.29
C 1.98 -3.78 0.09
C 1.16 -4.79 0.56
C 0.00 -4.44 1.24
C -0.26 -3.09 1.42
N 0.52 -2.11 0.96
H 5.17 2.38 -2.13
H 4.77 0.67 -2.02
H 5.53 1.50 -0.65
H 1.69 3.26 -2.51
H 1.16 1.61 -2.27
H 2.60 1.93 -3.24
H 4.04 4.37 -0.56
H 4.25 3.46 0.95
H 2.70 4.21 0.56
H 1.66 -1.25 3.16
H 3.21 -0.99 3.97
H 3.14 -1.88 2.44
H 0.99 1.85 3.06
H 2.38 2.90 3.00
H 2.27 1.65 4.25
H 5.37 0.12 1.76
H 5.09 0.93 3.30
H 5.13 1.86 1.81
H 5.29 -1.03 -0.49
H 4.73 -2.62 -1.01
H 4.72 -2.19 0.70
H 3.02 -0.62 -2.95
H 1.33 -0.76 -2.47
H 2.32 -2.22 -2.68
H 2.89 -4.01 -0.44
H 1.42 -5.83 0.39
H -0.68 -5.18 1.62
H -1.15 -2.78 1.96
O -1.60 1.30 -0.67
C -2.90 1.32 -0.44
C -3.61 2.52 -0.23
C -4.96 2.51 0.06
C -5.68 1.32 0.11
C -5.02 0.15 -0.16
C -3.65 0.11 -0.46
C -2.99 -1.13 -0.83
N -1.69 -1.38 -0.82
C -1.53 -2.63 -1.35
C -2.73 -3.16 -1.69
N -3.66 -2.20 -1.35
H -3.07 3.44 -0.28
H -5.45 3.46 0.26
H -6.73 1.32 0.36
H -5.57 -0.79 -0.10
H -0.55 -3.06 -1.49
H -3.01 -4.11 -2.10
H -4.65 -2.26 -1.47
O -2.50 -0.59 2.08
C -1.84 -0.40 3.13
O -0.58 -0.37 3.17
H -2.39 -0.27 4.08
F 0.75 3.85 1.49
Te 0.10 2.98 -0.18
F -1.27 4.18 0.33
F 0.91 4.66 -0.79
F -1.00 2.02 1.74
F -0.80 3.42 -1.90
O 1.03 0.43 0.07
```

Mulliken analysis output, partial charges in e: -0.46 -1.28 0.77 -1.44 -0.99 1.67 0.57 -0.92 -1.03 -1.17 -0.78 -1.38 -1.03 0.12 -0.78 -0.66 -0.99 -0.23 1.23 0.39 0.26 0.28 0.58 0.32 0.53 0.39 0.28 0.30 0.12 0.55 0.20 0.24 0.30 0.45 0.26 0.36 0.27 0.39 0.44 0.38 0.28 0.21 0.43 0.34 0.43 0.46 0.23 -0.81 1.00 -0.98 -0.55 -0.98 -0.86 0.55 0.22 0.52 -0.40 -1.19 -0.04 0.58 0.41 0.36 0.38 0.50 0.44 0.19 -0.39 -0.39 -0.45 0.36 -0.48 1.82 -0.35 -0.41 -0.70 -0.53 0.29

=====

The following is a DFT calculation (ωB97M-V/def2-TZVPD) of C24H36MoN3OSSi as an isolated structure.

The spin multiplicity is 3. The value obtained for the orbital gap (alpha / beta) is 0.263 / 0.265 Eh. For the LUMO energy (alpha / beta), the calculation gives -3.29 / -3.88 eV. The net charge is +1. The value obtained for the relative energy (zero: lowest compared OMol25 entry of this formula, charge and spin) is 21.2 kJ/mol.

Geometry as XYZ:
```
67
C24H36MoN3OSSi, DFT ωB97M-V/def2-TZVPD
Mo -0.25 0.31 0.19
C -3.07 2.65 -0.35
C -2.56 1.51 0.49
C -1.81 1.81 1.65
C -1.62 3.25 2.06
C -1.28 0.78 2.46
C -0.49 1.16 3.69
C -1.55 -0.56 2.14
C -0.95 -1.70 2.92
C -2.42 -0.85 1.05
C -2.85 -2.27 0.81
C -2.84 0.17 0.17
C -3.57 -0.19 -1.10
H -2.25 3.16 -0.85
H -3.58 3.38 0.27
H -3.78 2.31 -1.11
H -2.44 3.53 2.73
H -1.62 3.92 1.21
H -0.69 3.40 2.60
H 0.42 1.70 3.43
H -0.21 0.29 4.28
H -1.09 1.81 4.32
H -1.60 -2.00 3.74
H 0.02 -1.43 3.33
H -0.80 -2.56 2.27
H -2.13 -2.79 0.18
H -3.83 -2.30 0.33
H -2.93 -2.81 1.75
H -4.65 -0.17 -0.95
H -3.29 -1.18 -1.44
H -3.32 0.51 -1.90
N 0.11 4.11 -2.03
C 0.17 2.81 -1.64
S 0.74 2.49 -0.01
N -0.18 1.88 -2.47
N -0.06 0.60 -1.95
C 0.10 -0.30 -2.87
C 0.27 -1.70 -2.67
C 0.55 -2.50 -3.80
C 0.75 -3.85 -3.68
C 0.66 -4.44 -2.42
C 0.37 -3.69 -1.30
C 0.18 -2.31 -1.41
O -0.13 -1.62 -0.32
H 0.61 4.79 -1.48
H 0.04 4.28 -3.02
H 0.13 0.07 -3.89
H 0.62 -2.02 -4.77
H 0.97 -4.46 -4.54
H 0.82 -5.51 -2.31
H 0.31 -4.14 -0.32
C 4.13 1.69 0.94
Si 3.30 0.10 0.38
C 4.32 -1.35 1.01
C 3.24 0.03 -1.50
C 1.58 -0.11 1.17
H 5.18 1.66 0.63
H 4.12 1.80 2.02
H 3.69 2.59 0.51
H 5.35 -1.30 0.66
H 3.90 -2.30 0.68
H 4.35 -1.36 2.11
H 4.26 0.00 -1.89
H 2.73 0.89 -1.94
H 2.74 -0.89 -1.83
H 1.61 0.40 2.14
H 1.49 -1.18 1.38
```

natural (NBO) analysis output, partial charges in e: 1.00 -0.65 -0.02 0.17 -0.68 -0.03 -0.65 -0.01 -0.65 0.07 -0.66 0.00 -0.66 0.25 0.24 0.24 0.25 0.24 0.24 0.24 0.24 0.25 0.25 0.24 0.24 0.26 0.24 0.24 0.25 0.24 0.24 -0.79 0.29 -0.04 -0.41 -0.31 0.20 -0.23 -0.12 -0.25 -0.14 -0.27 0.38 -0.69 0.41 0.41 0.22 0.22 0.23 0.23 0.23 -1.12 1.66 -1.11 -1.13 -1.11 0.25 0.24 0.24 0.24 0.24 0.24 0.25 0.23 0.23 0.23 0.24

=====

The following is a DFT calculation (ωB97M-V/def2-TZVPD) of a 12-piece molecular cluster, C24H36N12 overall.

The spin multiplicity is 1. The SMILES is CC#N.CC#N.CC#N.CC#N.CC#N.CC#N.CC#N.CC#N.CC#N.CC#N.CC#N.CC#N. The value obtained for the orbital gap is 0.420 Eh. For the LUMO energy, the calculation gives -0.08 eV. The net charge is 0. The value obtained for the relative energy (zero: lowest compared OMol25 entry of this formula, charge and spin) is 336.7 kJ/mol.

Geometry as XYZ:
```
72
C24H36N12, DFT ωB97M-V/def2-TZVPD
C -14.18 7.98 -27.72
C -13.33 8.08 -28.85
N -12.64 8.15 -29.75
H -15.23 8.10 -28.00
H -13.90 8.72 -26.98
H -13.99 7.06 -27.17
C -14.63 0.81 -20.41
C -14.59 2.10 -21.02
N -14.57 3.22 -21.47
H -15.63 0.38 -20.35
H -14.29 0.98 -19.39
H -13.99 0.07 -20.88
C -14.35 6.53 -16.00
C -13.99 7.90 -15.54
N -13.72 9.00 -15.23
H -14.58 6.62 -17.06
H -15.24 6.16 -15.48
H -13.49 5.88 -15.85
C -15.35 -7.21 -15.14
C -15.02 -5.92 -15.75
N -14.77 -4.90 -16.27
H -14.47 -7.84 -15.19
H -16.05 -7.73 -15.80
H -15.68 -7.08 -14.11
C -16.83 -0.29 -13.12
C -17.39 0.39 -14.33
N -17.81 0.91 -15.26
H -17.60 -0.28 -12.34
H -15.94 0.23 -12.79
H -16.52 -1.31 -13.34
C -19.83 8.05 -21.95
C -19.89 7.69 -20.52
N -19.94 7.40 -19.38
H -19.59 9.11 -22.01
H -20.84 7.90 -22.32
H -19.10 7.42 -22.46
C -17.03 -6.33 -21.87
C -18.13 -7.26 -21.48
N -18.98 -7.96 -21.15
H -16.17 -6.58 -21.25
H -17.38 -5.31 -21.74
H -16.65 -6.43 -22.89
C -18.88 0.79 -26.10
C -19.50 2.19 -26.09
N -19.93 3.24 -26.14
H -17.95 0.94 -26.65
H -19.57 0.13 -26.63
H -18.75 0.44 -25.08
C -8.87 4.48 -23.08
C -9.12 5.22 -21.83
N -9.27 5.81 -20.85
H -9.52 3.60 -23.08
H -7.79 4.40 -23.15
H -9.35 4.92 -23.95
C -9.65 0.76 -15.43
C -8.41 -0.05 -15.33
N -7.42 -0.72 -15.33
H -9.19 1.72 -15.67
H -10.16 0.72 -14.46
H -10.23 0.46 -16.29
C -15.44 -3.70 -29.18
C -14.75 -3.23 -28.00
N -14.26 -2.81 -27.03
H -14.61 -4.08 -29.78
H -16.03 -2.87 -29.58
H -16.14 -4.46 -28.84
C -12.64 11.17 -21.01
C -12.08 11.67 -22.26
N -11.59 12.00 -23.28
H -12.91 10.12 -21.12
H -13.59 11.62 -20.72
H -12.02 11.25 -20.11
```

Mulliken analysis output, partial charges in e: -0.76 0.32 -0.33 0.25 0.26 0.26 -0.73 0.36 -0.41 0.27 0.23 0.27 -0.66 0.28 -0.37 0.25 0.26 0.24 -0.69 0.31 -0.39 0.26 0.26 0.26 -0.68 0.26 -0.33 0.25 0.25 0.25 -0.65 0.28 -0.38 0.25 0.25 0.26 -0.71 0.28 -0.34 0.25 0.24 0.27 -0.64 0.22 -0.32 0.24 0.25 0.25 -0.72 0.28 -0.34 0.26 0.24 0.27 -0.63 0.27 -0.38 0.24 0.25 0.25 -0.64 0.27 -0.38 0.25 0.26 0.25 -0.79 0.36 -0.36 0.25 0.27 0.27

=====

The following is a DFT calculation (ωB97M-V/def2-TZVPD) of a 2-piece molecular cluster, C24H36N5O7S overall.

The spin multiplicity is 1. The value obtained for the orbital gap is 0.098 Eh. For the LUMO energy, the calculation gives 1.55 eV. The net charge is -1.

Geometry as XYZ:
```
73
C24H36N5O7S, DFT ωB97M-V/def2-TZVPD
C -0.34 -5.84 -1.73
C 1.13 -6.17 -1.53
O 1.98 -5.04 -1.64
C 1.90 -4.15 -0.56
C 2.08 -2.74 -1.10
N 1.99 -1.75 -0.05
C 1.01 -0.89 0.14
N -0.07 -0.91 -0.74
C -1.30 -0.84 0.07
N -2.52 -1.02 -0.72
C -3.27 -2.18 -0.27
C -4.73 -1.91 -0.02
O -2.78 -3.26 -0.13
C -2.28 -1.11 -2.17
C -1.73 -2.37 -2.78
O -2.55 -0.16 -2.84
C -1.36 0.44 0.96
S -2.63 1.57 0.32
C 0.04 1.07 1.12
C 0.14 1.82 2.45
C -0.07 0.92 3.68
C -1.43 1.02 4.36
N -2.09 2.28 4.46
O -1.95 0.04 4.83
C 0.53 1.92 -0.08
C 0.76 3.40 0.09
C -0.28 4.31 0.22
C -0.05 5.67 0.33
C 1.25 6.16 0.30
C 2.30 5.26 0.18
C 2.08 3.89 0.07
C 3.26 2.98 -0.07
N 1.05 -0.05 1.19
H -0.43 -5.02 -2.43
H -0.79 -5.49 -0.80
H -0.89 -6.71 -2.08
H 1.44 -6.85 -2.32
H 1.30 -6.69 -0.58
H 2.71 -4.35 0.15
H 0.96 -4.23 0.00
H 3.07 -2.67 -1.55
H 1.38 -2.56 -1.91
H 2.75 -1.72 0.61
H 0.03 -0.10 -1.37
H -1.24 -1.68 0.76
H -4.98 -0.90 -0.31
H -4.96 -2.08 1.02
H -5.30 -2.58 -0.67
H -2.54 -2.91 -3.26
H -1.03 -2.05 -3.55
H -1.20 -2.99 -2.06
H -1.74 0.12 1.93
H -2.65 2.41 1.35
H 1.13 2.27 2.51
H -0.60 2.61 2.47
H 0.04 -0.13 3.47
H 0.66 1.17 4.46
H -1.43 3.04 4.52
H -2.69 2.44 3.66
H -0.14 1.81 -0.93
H 1.46 1.46 -0.41
H -1.31 3.98 0.21
H -0.88 6.36 0.40
H 1.45 7.22 0.35
H 3.31 5.62 0.13
H 3.23 2.18 0.69
H 3.19 2.50 -1.06
H 4.19 3.53 0.03
H 1.98 0.37 1.22
C 2.61 2.57 -3.26
O 2.03 1.67 -2.50
O 3.28 2.21 -4.29
O 2.52 3.80 -2.90
```

Mulliken analysis output, partial charges in e: -0.88 -0.29 -0.37 -0.31 -0.71 0.10 -0.34 0.04 -2.01 0.63 0.77 -1.51 -0.46 0.50 -0.79 -0.52 0.87 -0.27 2.07 -1.30 -0.75 0.44 -0.62 -0.53 -0.30 -1.26 0.03 -0.94 -0.69 -0.85 1.09 -1.14 -0.53 0.18 0.23 0.45 0.35 0.26 0.26 0.37 0.42 0.17 0.31 0.47 0.28 0.32 0.35 0.39 0.41 0.43 -0.18 0.31 0.18 0.56 0.52 0.18 0.39 0.34 0.29 0.29 0.42 0.32 0.41 0.35 0.35 0.07 0.10 0.47 0.56 0.44 -0.63 -0.87 -0.74

=====

In order of appearance, max |F| = 0.25210; 0.03348; 0.11985; 0.01102; 0.14299; 0.03439 Eh/bohr.
In order of appearance, total energy = -8558.611137; -2253.337714; -4196.286142; -1931.378579; -1592.969274; -2134.671125 Eh.
In order of appearance, M = 951.8; 731.1; 910.5; 538.7; 492.6; 538.6 g/mol.